Entry 1:
131
Properties=species:S:1:pos:R:3:forces:R:3 method="wB97M-V/def2-TZVPD" total_charge=0 de_lowest_kj_mol=0.0 smiles="C[C@H]1COC(=O)O1.C[C@H]1COC(=O)O1.C[C@H]1COC(=O)O1.C[C@H]1COC(=O)O1.C[C@H]1COC(=O)O1.CN(C)C=O.CN(C)C=O.CN(C)C=O.CN(C)C=O.CN(C)C=O.CO"
C -28.113 -18.619 -21.080 1.1 -0.7 -0.4
C -28.295 -19.356 -19.768 0.0 0.3 -0.3
C -27.168 -19.132 -18.739 0.0 -0.4 -1.1
O -27.882 -18.849 -17.549 0.4 0.2 0.6
C -29.160 -18.521 -17.827 0.8 -0.3 -1.2
O -29.897 -17.992 -17.064 -0.6 0.2 0.6
O -29.448 -18.843 -19.100 -0.6 0.5 0.7
H -27.092 -18.854 -21.407 -0.1 -0.1 -0.2
H -28.110 -17.532 -21.048 -0.4 0.0 0.5
H -28.779 -19.000 -21.851 -0.2 0.2 0.1
H -28.512 -20.415 -19.921 0.3 0.0 -0.2
H -26.511 -18.317 -19.049 -0.3 0.4 0.3
H -26.524 -20.004 -18.640 -0.3 -0.1 0.4
C -29.367 -11.076 -15.563 0.2 -0.1 0.4
C -30.856 -11.344 -15.593 0.8 0.2 -0.3
C -31.511 -10.824 -16.877 0.3 -0.2 0.4
O -32.393 -11.895 -17.231 -0.6 0.4 0.1
C -32.234 -12.927 -16.386 -0.2 -0.1 0.3
O -32.944 -13.881 -16.328 0.1 -0.1 -0.1
O -31.142 -12.751 -15.609 -0.1 0.3 -0.1
H -28.845 -11.523 -14.714 -0.3 -0.1 0.1
H -29.182 -10.003 -15.480 -0.1 0.0 -0.1
H -28.868 -11.445 -16.460 -0.1 0.0 -0.1
H -31.385 -10.928 -14.735 0.2 0.1 0.1
H -30.835 -10.671 -17.718 0.2 0.0 0.1
H -32.013 -9.893 -16.616 -0.5 -0.2 -0.5
C -31.533 -20.402 -13.504 -0.4 0.3 -0.5
C -32.529 -19.280 -13.784 1.0 -0.7 0.0
C -32.617 -18.784 -15.248 0.5 -0.2 1.2
O -34.016 -18.857 -15.492 -0.1 0.5 -1.0
C -34.686 -19.440 -14.478 0.0 0.0 0.2
O -35.859 -19.613 -14.422 -0.1 0.1 -0.4
O -33.825 -19.792 -13.523 -0.2 -0.1 0.6
H -30.527 -19.992 -13.569 0.1 -0.2 0.2
H -31.654 -21.208 -14.231 0.0 0.0 -0.1
H -31.764 -20.815 -12.525 0.3 0.1 0.1
H -32.311 -18.477 -13.080 -0.2 0.1 -0.1
H -32.039 -19.379 -15.956 -0.3 -0.3 0.0
H -32.196 -17.781 -15.309 -0.6 0.2 -0.2
C -30.722 -9.864 -8.766 -0.2 0.9 0.1
C -31.478 -11.131 -8.523 0.2 -1.1 -0.4
C -32.836 -11.006 -7.833 -0.6 0.2 -0.6
O -33.680 -11.869 -8.596 -0.4 -0.2 0.1
C -33.105 -12.207 -9.750 0.4 -0.5 0.0
O -33.633 -12.882 -10.582 0.2 0.2 -0.2
O -31.836 -11.748 -9.807 -0.2 0.3 0.3
H -29.750 -9.938 -9.245 -0.1 -0.7 0.0
H -30.551 -9.325 -7.831 -0.2 0.0 0.1
H -31.345 -9.241 -9.413 0.0 0.2 0.1
H -30.901 -11.913 -8.028 0.2 0.3 0.2
H -33.285 -10.015 -7.957 0.3 0.1 0.4
H -32.896 -11.377 -6.813 0.3 0.4 0.1
C -31.426 -14.729 -18.934 0.4 0.2 0.3
C -29.984 -14.272 -18.782 0.0 0.2 -0.3
C -29.360 -14.571 -17.426 -1.4 -0.4 0.1
O -28.023 -14.892 -17.717 0.8 -0.3 -0.4
C -27.953 -15.314 -19.015 -0.8 0.8 0.5
O -27.005 -15.820 -19.510 0.5 -0.4 -0.2
O -29.108 -15.030 -19.648 0.3 -0.5 0.0
H -31.663 -14.832 -19.989 -0.2 0.1 0.0
H -32.080 -14.008 -18.441 0.0 -0.1 -0.5
H -31.595 -15.677 -18.421 0.1 -0.1 -0.2
H -29.843 -13.244 -19.131 -0.2 0.1 0.3
H -29.898 -15.462 -17.074 0.4 0.0 0.2
H -29.450 -13.812 -16.654 0.3 0.1 -0.3
C -31.587 -14.335 -13.014 0.6 0.1 1.4
N -30.747 -15.527 -13.096 -0.6 0.3 -0.5
C -30.207 -15.787 -14.420 -0.7 -0.1 -0.4
C -30.673 -16.438 -12.099 0.8 0.4 -0.8
O -30.165 -17.539 -12.253 -0.2 0.1 0.5
H -32.062 -14.280 -12.032 -0.1 -0.2 0.0
H -32.364 -14.305 -13.770 0.2 -0.1 -0.2
H -30.945 -13.453 -13.053 -0.1 0.1 -0.4
H -30.930 -15.446 -15.166 -0.1 0.0 0.2
H -29.302 -15.216 -14.634 0.1 -0.2 0.3
H -30.078 -16.851 -14.605 0.3 0.0 0.2
H -30.980 -16.001 -11.135 -0.4 -0.4 0.0
C -35.796 -16.096 -15.688 -0.3 -0.4 0.2
N -36.096 -15.710 -14.309 0.1 0.0 -0.6
C -35.008 -15.150 -13.528 -0.3 0.2 -0.7
C -37.370 -15.789 -13.843 1.2 0.5 -0.3
O -38.315 -16.114 -14.518 -0.6 -0.2 0.4
H -35.420 -15.270 -16.292 0.4 0.1 0.3
H -36.692 -16.437 -16.200 -0.2 0.0 0.4
H -35.119 -16.948 -15.644 0.2 0.3 -0.4
H -34.498 -14.408 -14.146 0.0 0.1 0.0
H -35.410 -14.623 -12.665 0.2 -0.2 0.2
H -34.253 -15.897 -13.269 -0.1 -0.1 0.3
H -37.352 -15.461 -12.792 -0.7 -0.1 0.2
C -27.399 -18.198 -14.368 0.4 0.0 -0.8
N -26.758 -19.121 -13.462 -0.8 0.5 -0.1
C -27.668 -19.491 -12.406 0.7 -0.9 1.3
C -25.607 -19.769 -13.764 -1.0 0.1 0.4
O -25.161 -20.674 -13.098 0.5 -0.2 -0.1
H -28.224 -18.690 -14.893 0.1 0.0 -0.2
H -26.652 -17.852 -15.087 -0.2 0.0 -0.2
H -27.853 -17.332 -13.882 0.3 -0.1 0.4
H -28.125 -18.577 -12.044 -0.3 -0.2 0.1
H -28.418 -20.247 -12.656 -0.2 0.4 -0.7
H -27.163 -20.010 -11.586 0.4 0.4 -0.1
H -25.165 -19.378 -14.692 0.3 0.0 0.0
C -27.280 -14.915 -10.771 -0.2 0.5 -1.6
N -27.996 -13.748 -10.296 0.0 0.3 1.2
C -29.040 -14.054 -9.344 -0.9 0.3 -0.1
C -27.860 -12.509 -10.817 0.5 -0.4 -0.7
O -28.484 -11.505 -10.518 0.0 -0.3 0.2
H -27.929 -15.411 -11.505 0.0 -0.6 0.4
H -26.950 -15.577 -9.978 -0.1 0.0 0.1
H -26.429 -14.629 -11.394 0.2 0.2 0.4
H -28.702 -14.627 -8.482 0.2 -0.3 -0.3
H -29.527 -13.178 -8.927 0.4 0.4 -0.3
H -29.844 -14.547 -9.903 0.1 -0.4 0.4
H -27.109 -12.526 -11.632 0.0 0.2 0.2
C -30.071 -9.367 -12.433 -0.1 0.8 -0.2
N -31.432 -9.037 -12.868 0.7 -0.1 0.4
C -32.431 -9.947 -12.368 -0.7 -1.2 -1.6
C -31.757 -8.024 -13.715 -0.3 -1.3 0.0
O -32.887 -7.882 -14.138 0.2 0.6 -0.2
H -29.900 -10.438 -12.516 0.0 0.0 0.1
H -29.914 -9.050 -11.404 0.0 -0.3 0.1
H -29.313 -8.852 -13.025 -0.2 0.1 -0.2
H -32.768 -9.808 -11.346 0.2 0.2 0.0
H -33.282 -10.001 -13.052 -0.3 0.9 0.3
H -32.082 -10.972 -12.543 0.4 0.0 0.8
H -30.882 -7.445 -14.040 0.0 0.2 0.0
C -26.777 -14.196 -14.609 -0.5 0.0 -0.4
O -26.193 -13.096 -13.932 0.3 -0.3 0.3
H -27.751 -13.816 -14.918 0.0 -0.2 -0.2
H -26.240 -14.530 -15.499 0.2 0.3 -0.1
H -26.959 -15.103 -14.023 0.2 0.2 0.5
H -25.327 -13.346 -13.593 0.0 0.0 -0.1

***

Entry 2:
124
Properties=species:S:1:pos:R:3:forces:R:3 method="wB97M-V/def2-TZVPD" total_charge=+1
C 0.107 -3.662 0.542 0.8 0.2 0.9
O 0.403 -5.089 0.369 0.9 1.5 0.9
C 1.764 -5.369 0.842 0.3 -1.7 -1.1
C 2.869 -4.820 -0.194 0.3 1.7 1.3
C 3.628 -3.520 0.440 -0.3 -0.3 -0.1
C 4.980 -3.133 -0.330 -0.5 -0.5 0.2
C 4.805 -2.900 -1.914 1.8 0.1 -0.7
C 5.183 -1.379 -2.380 -0.7 -0.6 -0.3
C 4.014 -0.689 -3.263 0.6 0.3 0.8
C 3.917 0.859 -2.834 -0.6 0.6 -0.5
C 2.427 1.395 -2.567 -0.3 -0.2 -1.1
C 1.546 0.481 -1.590 0.4 -0.7 0.0
C 2.284 0.018 -0.243 -0.2 -0.3 -0.5
C 2.525 1.177 0.834 2.3 -0.5 -1.4
N 1.320 1.850 1.352 0.4 1.0 1.4
C 0.415 1.066 2.205 -2.0 -0.1 0.9
C 1.049 -0.090 3.095 1.7 -3.3 0.3
O 1.552 -1.152 2.721 -2.1 4.5 1.2
F 0.986 0.107 4.529 -0.2 0.2 -2.9
C 1.441 3.260 1.652 -0.3 1.5 -0.6
N 0.798 4.266 0.765 0.9 -3.1 0.4
C 1.754 4.756 -0.292 0.5 1.1 0.3
C -0.378 3.688 0.054 -2.2 0.5 -0.2
C -1.683 3.485 0.993 -0.6 0.1 -1.1
C -2.953 3.643 -0.017 1.8 -1.4 -0.9
S -4.560 3.109 0.734 0.1 -0.4 -0.6
C -4.635 1.231 0.843 1.2 -1.1 0.7
S -4.224 0.606 2.366 -1.0 1.0 -2.2
N -5.052 0.415 -0.306 1.2 0.7 2.3
C -5.697 -0.867 0.098 -1.4 -1.3 -0.6
C -4.708 -2.133 0.159 -0.7 -0.9 0.5
O -3.313 -1.810 0.389 -0.7 1.3 -0.7
C -2.800 -0.863 -0.575 0.4 0.2 -0.8
C -3.926 0.098 -1.229 0.3 -0.9 -1.7
N 2.091 3.805 2.696 -1.0 -0.3 -1.7
I 3.102 2.628 4.041 0.1 -0.2 -0.2
C 2.116 5.307 2.938 -0.2 0.5 1.4
C 2.585 5.521 4.484 -1.8 0.3 3.0
O 1.773 5.489 5.449 2.7 0.1 -4.2
H 0.304 -3.046 -0.400 -0.4 -0.9 1.0
H -0.947 -3.474 0.937 1.3 -0.6 -0.8
H 0.837 -3.289 1.344 -1.1 -0.2 -1.0
H 1.935 -5.044 1.924 -0.3 0.0 -1.5
H 1.841 -6.523 0.843 -0.3 1.8 0.0
H 3.697 -5.564 -0.444 -1.4 0.7 0.2
H 2.302 -4.433 -1.105 0.9 -1.0 1.0
H 3.877 -3.713 1.551 -0.4 0.2 -1.7
H 2.849 -2.677 0.426 1.3 -1.0 0.0
H 5.431 -2.210 0.199 -0.6 -1.4 -1.0
H 5.710 -4.019 -0.187 -1.1 1.5 -0.2
H 5.606 -3.563 -2.423 -1.6 1.0 0.9
H 3.801 -3.247 -2.335 1.2 0.7 0.8
H 5.375 -0.800 -1.412 -0.3 -0.5 -1.4
H 6.139 -1.336 -3.003 -1.2 -0.3 1.1
H 3.064 -1.294 -3.076 1.1 1.1 -0.2
H 4.219 -0.727 -4.396 -0.2 -0.1 1.8
H 4.344 1.469 -3.721 -0.7 -0.7 1.6
H 4.541 1.130 -1.907 -0.7 -0.7 -1.4
H 1.889 1.383 -3.594 0.7 0.1 1.7
H 2.501 2.496 -2.271 -0.2 -1.5 -0.1
H 1.316 -0.490 -2.179 0.3 1.6 1.0
H 0.519 0.916 -1.319 1.5 -0.4 -0.5
H 3.332 -0.401 -0.504 -1.6 0.7 0.5
H 1.697 -0.888 0.157 0.9 1.6 -0.2
H 3.171 1.980 0.301 -1.1 -1.1 0.8
H 3.235 0.735 1.638 -1.4 0.8 -0.9
H -0.385 0.571 1.531 1.4 0.4 1.1
H -0.182 1.789 2.883 1.1 -1.3 -0.9
H 2.817 4.702 0.149 -1.5 0.2 -1.1
H 1.462 5.854 -0.508 0.7 -1.8 0.2
H 1.616 4.111 -1.223 0.6 0.9 1.2
H -0.171 2.731 -0.534 0.0 1.2 0.9
H -0.698 4.476 -0.733 0.7 -1.1 1.3
H -1.771 2.431 1.422 0.3 1.5 -0.5
H -1.761 4.255 1.830 0.3 -1.0 -1.1
H -2.725 2.904 -0.881 -0.4 1.2 1.2
H -2.983 4.680 -0.518 -0.4 -1.4 1.2
H -6.319 -0.774 1.067 1.4 0.2 -1.5
H -6.483 -1.111 -0.729 1.5 0.4 1.3
H -5.043 -2.788 1.051 0.7 1.1 -1.4
H -4.806 -2.808 -0.766 0.1 1.2 1.1
H -2.275 -1.473 -1.407 -0.9 1.1 1.0
H -1.979 -0.205 -0.107 -1.2 -1.1 -0.2
H -3.469 1.030 -1.736 -0.7 -1.4 1.1
H -4.383 -0.514 -2.099 0.5 1.1 1.4
H 1.051 5.723 2.890 1.5 -0.8 -0.2
H 2.814 5.853 2.217 -0.9 -1.0 1.0
H 3.689 5.726 4.756 -1.4 -0.2 -0.9
C 7.089 -7.118 -1.974 -0.2 0.0 0.0
C 7.778 -5.782 -1.881 0.2 0.4 0.0
O 7.231 -4.742 -2.226 0.2 -0.3 0.0
N 9.048 -5.756 -1.395 -0.6 -0.1 -0.2
C 9.855 -6.868 -0.940 0.3 0.4 0.0
H 6.085 -6.981 -2.379 0.2 0.1 0.0
H 7.644 -7.780 -2.643 0.0 -0.1 0.2
H 7.004 -7.565 -0.982 0.1 -0.1 -0.1
H 9.445 -4.828 -1.362 0.0 -0.1 0.0
H 10.127 -6.691 0.102 0.1 -0.3 0.0
H 10.763 -6.904 -1.546 0.0 -0.3 0.1
H 9.331 -7.818 -1.020 0.0 0.2 0.0
C -3.623 8.763 2.376 0.1 0.1 0.0
C -3.862 7.578 1.478 0.0 -0.3 -0.4
O -3.315 7.465 0.386 0.1 0.0 0.1
N -4.717 6.614 1.912 0.4 0.5 -0.1
C -5.453 6.564 3.158 -0.1 -0.4 -0.2
H -2.920 9.445 1.896 -0.1 -0.2 0.0
H -4.559 9.296 2.550 0.1 0.0 0.2
H -3.193 8.432 3.324 -0.2 0.1 0.1
H -4.828 5.852 1.258 -0.1 0.1 0.1
H -5.161 5.658 3.693 -0.2 0.1 0.2
H -6.518 6.515 2.926 0.0 0.0 0.3
H -5.260 7.432 3.786 0.0 -0.1 -0.2
C -9.468 -3.078 -3.214 0.0 0.0 -0.1
C -8.616 -2.788 -2.008 0.3 0.0 0.2
O -7.392 -2.847 -2.045 -0.1 0.0 0.0
N -9.248 -2.451 -0.850 0.2 -0.1 -0.5
C -10.670 -2.330 -0.610 0.2 0.1 0.4
H -8.827 -3.331 -4.059 0.0 0.1 0.2
H -10.126 -3.927 -3.012 -0.1 0.1 -0.1
H -10.057 -2.197 -3.478 -0.1 -0.1 0.0
H -8.614 -2.271 -0.085 -0.1 0.0 -0.1
H -10.876 -1.310 -0.278 -0.3 -0.1 0.0
H -10.945 -3.028 0.184 -0.3 0.1 -0.1
H -11.258 -2.546 -1.499 0.2 0.0 0.1

***

Entry 3:
121
Properties=species:S:1:pos:R:3:forces:R:3 method="wB97M-V/def2-TZVPD" total_charge=0 smiles="C#CCCC[C@]1(CCCI)OC(=O)O[C@]1(CCCC#C)CCOC(C)=O.COC[C@@H](C)N.COC[C@@H](C)N.COC[C@@H](C)N.COC[C@@H](C)N"
C 2.403 -3.279 9.550 -0.1 0.1 -0.9
C 1.947 -3.215 8.415 -0.3 0.9 0.0
C 1.263 -2.932 7.028 0.3 -0.9 0.9
C -0.285 -2.493 7.205 0.9 -0.6 0.5
C -0.663 -1.231 6.309 0.0 0.6 0.8
C -1.563 -1.573 5.038 -1.1 1.3 0.6
C -3.098 -1.574 5.441 0.0 -0.7 1.2
C -3.578 -2.824 6.300 -1.1 0.0 -0.6
C -3.808 -4.095 5.347 -1.1 1.0 0.1
I -2.464 -5.750 5.743 -0.4 0.5 -0.3
O -0.942 -2.784 4.540 1.2 2.0 -1.8
C 0.160 -2.245 3.784 0.2 -0.6 0.4
O 1.142 -2.899 3.545 -1.8 1.5 0.1
O -0.050 -0.878 3.426 0.3 -2.0 1.1
C -1.438 -0.623 3.758 -1.3 -0.8 -0.8
C -2.189 -1.211 2.448 -0.7 -0.9 -0.1
C -1.357 -1.050 1.107 -0.2 -0.1 -0.5
C -1.008 0.449 0.715 0.4 -0.7 -2.4
C -0.287 0.360 -0.706 0.3 0.0 0.5
C 0.351 0.195 -1.745 -0.5 -1.2 1.1
C -1.980 0.864 3.867 1.0 0.9 0.4
C -0.886 1.970 4.194 -1.4 1.3 -0.2
O 0.165 1.533 5.082 0.6 1.3 -0.2
C 0.398 2.441 6.133 -1.3 0.0 2.2
C 1.576 3.497 6.133 -0.3 -0.9 -1.0
O -0.341 2.357 7.107 1.4 0.3 -1.8
H 2.894 -3.310 10.547 -0.8 -0.1 -1.5
H 1.852 -2.160 6.450 -0.6 -0.8 0.8
H 1.338 -3.899 6.440 -0.2 1.2 0.6
H -0.886 -3.423 6.994 0.5 1.2 0.1
H -0.400 -2.283 8.320 -0.1 0.0 -1.6
H -1.207 -0.499 6.981 0.6 -0.6 -0.9
H 0.323 -0.734 6.027 -1.5 -0.6 0.1
H -3.250 -0.656 6.103 0.4 -1.1 -1.0
H -3.816 -1.452 4.577 1.0 -0.3 0.7
H -2.951 -3.043 7.210 -0.5 0.3 -1.2
H -4.617 -2.554 6.695 1.4 -0.3 -0.4
H -4.864 -4.498 5.488 1.5 0.4 -0.1
H -3.758 -3.740 4.267 0.3 -0.8 1.3
H -2.408 -2.329 2.555 0.4 1.4 0.0
H -3.215 -0.734 2.289 1.4 -0.5 0.4
H -0.419 -1.691 1.061 -1.2 0.9 0.4
H -2.022 -1.453 0.269 0.8 0.5 1.1
H -1.983 0.986 0.521 1.2 -0.2 0.5
H -0.315 0.981 1.425 -0.9 -0.6 -0.7
H 0.925 -0.363 -2.536 -0.9 1.4 1.1
H -2.460 1.174 2.881 0.8 -0.4 1.3
H -2.809 0.993 4.640 1.2 -0.8 -0.9
H -1.438 2.814 4.735 0.6 -1.0 -0.8
H -0.513 2.440 3.226 0.1 -0.9 1.2
H 2.533 2.929 6.382 -1.2 0.9 -0.3
H 1.665 3.936 5.089 0.1 -0.5 1.3
H 1.348 4.307 6.886 0.3 -1.2 -0.8
C -0.230 7.290 -1.062 -0.3 0.1 0.2
O -1.329 6.512 -1.505 0.3 -0.1 -0.3
C -0.971 5.290 -2.141 -0.3 -0.2 -0.1
C -0.664 4.133 -1.171 0.2 0.3 0.1
C 0.710 4.241 -0.515 0.2 -0.2 0.0
N -1.682 4.020 -0.128 -0.4 0.1 0.1
H 0.631 7.205 -1.732 0.0 -0.1 0.0
H 0.050 7.006 -0.046 0.2 0.0 0.0
H -0.545 8.335 -1.036 0.0 -0.1 -0.1
H -1.843 5.007 -2.736 0.0 0.1 0.2
H -0.150 5.449 -2.852 0.1 0.1 0.1
H -0.672 3.206 -1.753 -0.1 0.1 0.0
H 0.742 4.996 0.272 -0.1 0.0 -0.1
H 0.984 3.288 -0.053 -0.1 0.1 -0.1
H 1.479 4.484 -1.253 0.0 0.0 0.0
H -2.585 3.853 -0.570 0.1 -0.2 -0.1
H -1.791 4.942 0.295 0.1 -0.1 0.0
C -2.929 -0.879 -4.315 0.3 0.0 0.0
O -2.746 0.408 -4.881 -0.4 0.0 -0.1
C -3.915 1.218 -4.903 0.1 0.3 -0.1
C -4.208 1.946 -3.577 0.2 -0.3 0.1
C -4.806 1.041 -2.504 -0.2 0.0 0.2
N -3.003 2.588 -3.038 0.1 0.0 -0.2
H -3.921 -1.286 -4.528 0.0 0.1 0.0
H -2.754 -0.846 -3.237 -0.1 -0.1 0.1
H -2.181 -1.547 -4.748 0.0 0.1 0.0
H -3.729 1.977 -5.670 0.1 -0.1 0.1
H -4.782 0.639 -5.245 0.0 -0.1 0.1
H -4.946 2.727 -3.790 0.1 0.0 -0.1
H -4.065 0.380 -2.052 0.0 0.0 -0.1
H -5.231 1.642 -1.696 0.1 0.0 -0.1
H -5.609 0.423 -2.915 0.1 0.0 0.0
H -2.658 3.263 -3.718 -0.1 0.0 0.1
H -2.270 1.878 -3.011 -0.1 0.0 0.1
C 3.952 -1.450 -0.606 -0.1 -0.4 0.1
O 3.739 -2.196 -1.794 0.0 0.4 -0.1
C 4.196 -1.559 -2.983 -0.1 -0.3 -0.3
C 5.702 -1.731 -3.258 0.0 0.0 0.4
C 6.584 -0.837 -2.392 0.2 0.2 -0.1
N 6.125 -3.126 -3.086 -0.3 0.0 -0.1
H 3.853 -0.374 -0.774 0.1 0.0 0.0
H 4.932 -1.682 -0.185 0.0 0.2 0.1
H 3.200 -1.757 0.123 0.0 0.0 -0.1
H 3.649 -2.039 -3.799 0.1 0.0 0.1
H 3.901 -0.501 -2.994 0.1 0.1 0.1
H 5.877 -1.446 -4.300 -0.2 -0.1 0.0
H 6.666 -1.195 -1.365 -0.1 0.0 -0.1
H 7.599 -0.800 -2.797 -0.1 -0.1 0.0
H 6.201 0.187 -2.366 0.0 0.0 0.0
H 5.599 -3.708 -3.735 0.1 0.0 0.0
H 5.797 -3.431 -2.170 0.1 0.1 -0.1
C 1.533 -2.509 -9.283 0.3 0.0 -0.2
O 2.015 -1.263 -8.809 -0.4 0.0 0.2
C 1.385 -0.797 -7.623 0.1 0.3 0.1
C 1.950 -1.403 -6.323 0.1 -0.3 -0.3
C 1.478 -2.831 -6.062 -0.1 -0.1 0.2
N 3.418 -1.377 -6.310 0.0 0.2 -0.2
H 0.463 -2.634 -9.098 0.0 0.0 0.1
H 2.096 -3.328 -8.831 -0.2 -0.1 0.0
H 1.704 -2.549 -10.361 0.0 0.1 0.1
H 1.569 0.282 -7.599 0.1 -0.1 -0.1
H 0.297 -0.923 -7.687 0.0 -0.2 0.0
H 1.589 -0.787 -5.492 0.0 0.1 -0.1
H 1.981 -3.562 -6.697 0.0 0.1 0.0
H 1.685 -3.114 -5.026 0.0 0.0 -0.1
H 0.401 -2.924 -6.223 0.1 0.0 0.0
H 3.728 -0.411 -6.389 0.0 -0.1 0.1
H 3.737 -1.803 -7.180 0.0 0.0 0.1

***

Record-wise LUMO energy values, in hartree: 0.0026, -0.1665, 0.0119
Record-wise M values, in g mol⁻¹: 907.96, 923.03, 830.89